Molecular formula: C2H4N2
Method: DFT, ωB97M-V/def2-TZVPD

Element x y z (Å)
N1 2.47013 0.53191 0.80096
N2 2.80772 -0.37066 1.37175
C1 -0.35972 0.55335 0.38932
C2 -0.89834 -0.40021 -0.63584
H1 -0.22090 -0.29585 -1.40870
H2 -0.95759 -1.44494 -0.12523
H3 -0.97519 1.45837 0.65690
H4 -1.86610 -0.03196 -1.04915

Forces on atoms 1 to 3 (eV/Å):
N 1.610 -3.454 2.206
N -1.283 3.455 -2.180
C -0.480 -0.006 0.436

Values from the calculation:
* energy relative to the best compared isomer or geometry (same formula, charge and spin): 3.806 eV
* M: 56.07 g/mol
* largest force on an atom: 4.40 eV Å⁻¹

=====

Molecular formula: C2H4N2
Method: DFT, ωB97M-V/def2-TZVPD

Element x y z (Å)
N1 -2.93661 -0.52068 -0.09571
N2 -1.07006 1.00535 -0.11449
C1 -1.91458 0.05563 -0.07340
C2 1.32735 -0.29267 -0.01016
H1 2.15072 0.44167 -0.49597
H2 1.11037 -1.25253 -0.33340
H3 -0.01858 0.77631 0.07711
H4 1.35138 -0.21308 1.04601

Forces on atoms 1 to 3 (eV/Å):
N -0.715 -1.280 0.116
N 1.684 0.056 0.171
C 0.330 1.484 -0.134

Values from the calculation:
* energy relative to the best compared isomer or geometry (same formula, charge and spin): 4.994 eV
* M: 56.07 g/mol
* largest force on an atom: 4.65 eV Å⁻¹

=====

Molecular formula: C2H4N2
Method: DFT, ωB97M-V/def2-TZVPD

Element x y z (Å)
N1 0.62874 -0.58568 0.06372
N2 -0.53543 0.39367 0.24362
C1 -1.74196 -0.07709 -0.13446
C2 1.63676 0.21775 -0.13754
H1 1.81234 1.22024 -0.27586
H2 -2.07812 -1.02292 -0.20948
H3 -2.40680 0.79700 -0.14492
H4 2.65059 -0.49422 0.11088

Forces on atoms 1 to 3 (eV/Å):
N -0.626 4.243 0.660
N -2.479 -2.908 -2.933
C 4.751 5.943 2.526

Values from the calculation:
* energy relative to the best compared isomer or geometry (same formula, charge and spin): 3.748 eV
* M: 56.07 g/mol
* largest force on an atom: 8.44 eV Å⁻¹
* SMILES string: C=NN=C